2 unconnected molecules or ions with the total composition C4H6N2 in a non-equilibrium geometry. Source: OMol25; level of theory: wB97M-V/def2-TZVPD.

Last column: Mulliken charge in e.
Cartesian coordinates (Å):
N -2.962 -0.325 -1.448  -0.344
C -2.191 0.217 -0.775  0.151
C -1.139 0.779 0.096  -0.027
C -0.797 -0.578 0.645  -0.495
C 1.853 -0.603 -0.374  -0.341
N 2.189 0.446 0.259  -0.494
H -0.355 1.193 -0.547  0.216
H -1.521 1.559 0.768  0.306
H -1.307 -0.648 1.629  0.195
H 1.279 -0.503 -1.298  0.322
H 2.082 -1.631 -0.073  0.274
H 2.704 0.195 1.106  0.237

## Properties
Total charge: 0
DFT total energy in eV: -7219.8215
LUMO energy in eV: -1.12
ΔE to the lowest compared entry with this formula, charge and spin in kcal/mol: 133.0

***

14 unconnected molecules or ions with the total composition C87H203B3F12N10O7 in a non-equilibrium geometry. Source: OMol25; level of theory: wB97M-V/def2-TZVPD.

Last column: Mulliken charge in e.
Cartesian coordinates (Å):
C -2.846 11.408 5.627  -1.223
C -2.698 10.241 6.595  -0.350
N -2.359 8.962 5.975  0.014
C -1.203 9.111 4.955  -1.016
C -1.879 7.934 7.002  -0.217
C -2.831 7.671 8.169  -1.229
C -3.641 8.581 5.285  -0.503
C -3.811 7.272 4.573  -0.999
O -3.781 6.246 5.546  -0.171
C -4.368 5.054 5.025  -0.713
H -3.820 11.376 5.128  0.373
H -2.075 11.375 4.886  0.332
H -2.723 12.404 6.119  0.391
H -3.536 10.021 7.246  0.360
H -1.835 10.388 7.232  0.424
H -1.600 9.689 4.149  0.542
H -0.870 8.082 4.597  0.252
H -0.317 9.663 5.351  0.337
H -0.996 8.324 7.462  0.673
H -1.712 6.998 6.469  0.198
H -3.526 6.872 7.909  0.264
H -3.362 8.548 8.605  0.288
H -2.325 7.327 9.042  0.449
H -3.753 9.387 4.570  0.394
H -4.417 8.634 6.034  0.358
H -3.093 7.042 3.774  0.380
H -4.752 7.251 4.042  0.581
H -4.692 4.393 5.858  0.252
H -3.727 4.469 4.389  0.180
H -5.302 5.354 4.501  0.359
C -4.534 -9.777 -2.145  -1.136
C -5.339 -8.491 -2.066  -0.457
N -4.953 -7.654 -0.827  0.425
C -5.823 -6.456 -0.813  -1.802
C -5.162 -8.419 0.457  -0.299
C -6.635 -8.742 0.831  -1.295
C -3.503 -7.252 -0.968  -0.957
C -3.181 -5.934 -0.294  -0.140
O -3.367 -6.002 1.099  -0.427
C -2.979 -4.776 1.671  -0.740
H -4.491 -10.137 -3.167  0.435
H -4.935 -10.580 -1.418  0.285
H -3.493 -9.691 -1.774  0.285
H -6.346 -8.725 -2.077  0.523
H -5.141 -7.815 -2.903  0.507
H -5.557 -5.809 -1.666  0.546
H -5.667 -5.994 0.167  0.716
H -6.843 -6.641 -0.929  0.364
H -4.813 -7.743 1.241  0.271
H -4.487 -9.307 0.422  0.494
H -6.997 -9.578 0.218  0.314
H -7.238 -7.855 0.805  0.323
H -6.718 -9.011 1.879  0.440
H -3.174 -7.125 -1.977  0.338
H -2.991 -8.065 -0.463  0.430
H -3.811 -5.175 -0.786  -0.132
H -2.126 -5.720 -0.420  0.782
H -3.413 -3.882 1.320  -0.021
H -1.910 -4.521 1.682  0.430
H -3.101 -4.837 2.737  0.405
C 6.161 4.957 -0.004  -1.338
C 6.738 4.797 1.390  -0.222
N 6.313 5.808 2.406  -0.078
C 7.141 7.105 2.245  -0.861
C 4.863 6.234 2.276  -0.515
C 3.853 5.080 2.433  -1.086
C 6.601 5.105 3.766  -0.711
C 6.553 6.077 4.899  -0.727
O 5.406 6.829 4.940  -0.189
C 5.338 7.806 5.986  -0.823
H 6.626 4.271 -0.716  0.453
H 6.361 5.994 -0.324  0.253
H 5.081 4.768 -0.029  0.250
H 7.823 4.768 1.378  0.508
H 6.429 3.769 1.854  0.365
H 8.242 6.863 2.372  0.362
H 6.695 7.866 2.931  0.352
H 7.112 7.446 1.210  0.414
H 4.754 6.517 1.219  0.567
H 4.670 7.085 2.937  0.477
H 2.833 5.388 2.270  0.581
H 3.867 4.741 3.483  0.318
H 4.009 4.204 1.765  -0.009
H 7.609 4.690 3.671  0.358
H 5.803 4.395 3.786  0.510
H 7.432 6.777 4.818  0.455
H 6.769 5.446 5.797  0.410
H 4.494 8.406 5.632  0.259
H 6.255 8.412 6.050  0.362
H 5.056 7.423 6.934  0.297
C -0.876 -2.027 -0.767  -0.917
C 0.214 -1.007 -0.395  0.840
N -0.318 0.468 -0.230  0.974
C -1.250 0.485 0.967  0.165
C 0.936 1.384 0.007  1.025
C 1.916 0.917 1.096  -1.478
C -1.092 0.810 -1.491  0.665
C -1.447 2.265 -1.448  -0.987
O -2.236 2.565 -2.527  0.365
C -2.547 3.909 -2.496  -0.974
H -0.367 -2.981 -0.817  0.800
H -1.546 -1.806 -1.587  -0.168
H -1.614 -2.131 0.059  -0.313
H 0.841 -0.824 -1.263  -0.106
H 0.868 -1.291 0.440  0.076
H -1.445 1.553 1.272  -0.781
H -0.718 -0.105 1.706  0.623
H -2.194 -0.024 0.717  -0.330
H 0.528 2.336 0.310  0.099
H 1.387 1.500 -0.977  -0.404
H 1.346 0.663 1.978  0.274
H 2.551 1.782 1.315  0.186
H 2.463 0.011 0.772  0.316
H -1.870 0.109 -1.647  -0.373
H -0.409 0.692 -2.341  -0.152
H -0.544 2.897 -1.439  0.358
H -1.969 2.558 -0.526  0.130
H -3.123 4.198 -3.405  0.269
H -1.631 4.558 -2.429  0.258
H -3.113 4.118 -1.594  0.338
C -6.689 1.709 -0.201  -1.497
C -7.025 0.251 -0.139  0.202
N -7.465 -0.160 1.310  0.037
C -8.931 0.121 1.541  -1.000
C -7.343 -1.665 1.321  0.354
C -8.024 -2.387 2.449  -1.485
C -6.656 0.468 2.439  -1.381
C -5.178 0.150 2.382  0.574
O -4.882 -1.068 3.013  -0.422
C -3.517 -1.341 3.051  -0.428
H -6.456 1.934 -1.212  0.549
H -5.897 1.976 0.499  0.281
H -7.560 2.303 0.147  0.321
H -6.149 -0.345 -0.390  -0.120
H -7.843 0.058 -0.761  0.598
H -9.053 1.163 1.199  0.382
H -9.239 -0.115 2.592  0.421
H -9.369 -0.484 0.767  0.421
H -6.302 -1.802 1.455  -0.363
H -7.756 -1.992 0.370  0.620
H -9.037 -1.968 2.603  0.274
H -7.496 -2.251 3.354  0.416
H -8.085 -3.448 2.360  0.439
H -7.114 0.024 3.316  0.531
H -6.957 1.537 2.335  0.561
H -4.627 0.985 2.873  0.672
H -4.880 0.095 1.315  -0.481
H -3.413 -2.294 3.601  0.203
H -2.981 -0.631 3.647  0.470
H -3.079 -1.422 2.067  -0.183
C -6.163 -3.725 -8.287  -1.418
C -5.445 -3.007 -7.126  -0.198
C -5.170 -1.544 -7.385  -0.758
N -4.467 -0.847 -6.256  0.762
C -3.195 -1.547 -5.837  -1.416
C -2.214 -0.706 -4.980  0.434
C -1.888 0.650 -5.647  -0.759
C -3.262 1.359 -5.832  -0.290
C -4.230 0.562 -6.756  -1.029
C -5.321 -0.762 -5.038  -1.085
H -6.016 -4.811 -8.122  0.359
H -5.716 -3.440 -9.195  0.403
H -7.254 -3.526 -8.346  0.349
H -4.532 -3.548 -7.071  0.328
H -5.920 -3.188 -6.136  0.224
H -6.107 -1.080 -7.644  0.393
H -4.473 -1.451 -8.176  0.497
H -2.604 -1.844 -6.754  0.409
H -3.453 -2.429 -5.272  0.659
H -1.371 -1.348 -4.809  0.526
H -2.660 -0.563 -3.978  -0.508
H -1.426 0.575 -6.614  0.481
H -1.215 1.254 -5.017  0.207
H -3.243 2.386 -6.227  0.577
H -3.794 1.442 -4.864  0.032
H -3.938 0.472 -7.776  0.428
H -5.170 1.095 -6.823  0.518
H -4.758 -0.263 -4.243  0.328
H -5.643 -1.755 -4.716  0.272
H -6.177 -0.148 -5.319  0.275
C 2.438 -7.113 5.775  -1.428
C 3.496 -6.748 4.712  -0.219
C 4.208 -5.441 5.093  -0.214
N 5.290 -5.028 4.094  0.074
C 4.884 -5.024 2.666  -0.176
C 6.017 -4.447 1.733  -0.974
C 6.508 -3.021 2.164  -0.533
C 6.712 -2.942 3.661  -0.943
C 5.634 -3.578 4.444  -0.178
C 6.456 -5.949 4.308  -0.973
H 2.079 -8.082 5.450  0.445
H 1.601 -6.408 5.838  0.199
H 2.863 -7.232 6.781  0.388
H 3.059 -6.718 3.707  0.370
H 4.189 -7.611 4.722  0.351
H 4.685 -5.517 6.083  0.504
H 3.540 -4.616 4.957  -0.140
H 3.951 -4.443 2.657  0.011
H 4.667 -6.078 2.411  0.507
H 5.457 -4.430 0.795  0.479
H 6.894 -5.087 1.538  0.355
H 5.771 -2.270 1.889  0.124
H 7.439 -2.745 1.730  0.488
H 6.604 -1.943 4.099  0.429
H 7.731 -3.269 3.863  0.372
H 4.751 -3.069 4.130  -0.016
H 5.861 -3.560 5.530  0.543
H 6.161 -6.937 4.001  0.351
H 6.687 -5.837 5.392  0.332
H 7.356 -5.637 3.752  0.473
C 5.808 -4.521 -11.691  -1.422
C 5.591 -4.787 -10.179  -0.332
C 5.237 -3.587 -9.408  -0.562
N 4.562 -3.884 -8.064  0.223
C 3.145 -4.324 -8.287  -0.541
C 2.300 -4.286 -7.020  -0.975
C 2.357 -2.996 -6.246  -0.289
C 3.841 -2.545 -6.089  -0.098
C 4.528 -2.518 -7.421  -1.025
C 5.310 -4.898 -7.286  -0.994
H 6.747 -4.081 -11.995  0.373
H 5.029 -3.874 -12.098  0.364
H 5.831 -5.465 -12.205  0.385
H 6.442 -5.345 -9.751  0.366
H 4.720 -5.500 -10.100  0.276
H 4.560 -2.903 -9.980  0.355
H 6.107 -2.971 -9.255  0.475
H 2.847 -3.545 -8.988  0.373
H 3.167 -5.284 -8.749  0.488
H 1.284 -4.491 -7.253  0.529
H 2.541 -5.075 -6.280  0.362
H 1.810 -2.110 -6.618  0.213
H 2.040 -3.171 -5.247  0.333
H 3.911 -1.546 -5.630  -0.095
H 4.323 -3.289 -5.438  0.225
H 4.085 -1.812 -8.081  0.410
H 5.554 -2.125 -7.266  0.406
H 5.264 -5.742 -7.990  0.496
H 4.759 -5.169 -6.384  0.435
H 6.279 -4.391 -7.042  0.254
C -1.489 -5.770 6.853  -1.549
C -1.550 -4.312 7.406  -0.081
C -0.244 -3.636 7.152  -0.092
N -0.159 -2.165 7.605  0.404
C -0.873 -1.246 6.691  -0.514
C -0.506 0.248 6.845  -1.191
C 0.970 0.481 6.708  0.145
C 1.711 -0.453 7.658  -0.959
C 1.367 -1.904 7.466  -0.246
C -0.612 -1.891 9.052  -1.125
H -1.350 -5.771 5.783  0.333
H -2.353 -6.345 7.100  0.455
H -0.709 -6.357 7.314  0.403
H -1.767 -4.383 8.487  0.357
H -2.317 -3.790 6.760  0.121
H 0.157 -3.730 6.124  -0.248
H 0.556 -4.127 7.734  0.416
H -0.556 -1.599 5.716  0.258
H -1.949 -1.437 6.842  0.400
H -0.990 0.806 6.053  0.591
H -0.928 0.512 7.835  0.382
H 1.197 0.230 5.620  -0.346
H 1.199 1.510 6.908  0.518
H 2.838 -0.387 7.572  0.439
H 1.500 -0.096 8.699  0.331
H 1.597 -2.261 6.468  0.131
H 1.868 -2.506 8.219  0.488
H -0.001 -2.611 9.637  0.312
H -1.649 -2.140 9.096  0.402
H -0.456 -0.839 9.262  0.510
C 3.185 8.006 -7.328  -1.418
C 3.125 6.804 -6.309  -0.241
C 3.226 5.451 -6.942  -0.663
N 3.038 4.299 -5.990  0.590
C 3.380 2.964 -6.599  -0.457
C 4.852 2.641 -6.845  -0.726
C 5.784 3.071 -5.697  -0.305
C 5.314 4.350 -5.062  -1.084
C 3.857 4.332 -4.715  -0.091
C 1.611 4.206 -5.611  -1.034
H 2.381 8.077 -8.058  0.369
H 4.107 8.081 -7.920  0.362
H 3.200 9.004 -6.847  0.375
H 2.215 6.892 -5.715  0.240
H 3.926 6.863 -5.561  0.257
H 4.281 5.335 -7.326  0.391
H 2.580 5.333 -7.843  0.410
H 2.868 3.129 -7.555  0.365
H 2.818 2.227 -6.022  0.295
H 5.150 3.156 -7.761  0.455
H 5.063 1.590 -7.117  0.179
H 6.800 3.038 -6.101  0.426
H 5.671 2.257 -4.910  0.039
H 5.586 5.229 -5.616  0.388
H 5.862 4.524 -4.163  0.493
H 3.575 5.235 -4.170  0.640
H 3.652 3.372 -4.198  -0.320
H 1.227 5.023 -5.074  0.428
H 1.566 3.393 -4.914  0.238
H 1.033 3.980 -6.491  0.383
C 3.548 -0.019 -2.526  -0.924
C 2.743 0.644 -3.586  0.751
O 1.808 1.422 -3.300  -0.637
O 3.188 0.377 -4.767  -0.694
H 3.785 -1.004 -2.884  0.279
H 3.153 -0.083 -1.508  -0.087
H 4.474 0.535 -2.500  0.341
B -4.512 -1.988 -1.623  0.043
F -4.101 -0.564 -1.681  -0.219
F -3.983 -2.568 -0.425  0.152
F -5.906 -1.991 -1.592  -0.311
F -4.115 -2.760 -2.688  -0.329
B -0.884 3.957 2.350  0.396
F -0.630 2.704 3.031  -0.334
F -0.565 5.078 3.226  -0.335
F -0.050 4.055 1.177  -0.373
F -2.227 4.031 1.982  -0.345
B 1.727 -2.659 3.087  -0.369
F 3.056 -2.529 2.735  -0.341
F 1.282 -1.539 3.909  -0.224
F 0.907 -2.746 1.971  0.038
F 1.677 -3.863 3.840  -0.144

## Properties
Total charge: +6
DFT total energy in eV: -157346.1621
LUMO energy in eV: -8.06

***

Summary of highest occupied orbital energy in eV
-9.575, -16.637
(order as listed above)